*P*
Below is a gas-phase ion, C6H14N2 (charge +1), with properties calculated with ωB97M-V/def2-TZVPD.

Output
expectation value of S²: 0.758
HOMO (alpha / beta): -12.3 / -12.3 eV
M: 114.2 g mol⁻¹
gap between HOMO and LUMO (alpha / beta): 7.27 / 4.73 eV
LUMO level (alpha / beta): -0.185 / -0.278 Ha

ORCA input file:
```
! RIJCOSX wB97M-V def2-TZVPD def2/J DEFGRID3
* xyz 1 2
N -0.595 -1.250 1.868
N 1.343 -2.483 0.861
C 0.793 -1.623 1.957
C -1.081 -0.744 0.560
C 0.961 2.205 -1.908
C -0.725 0.701 0.151
C -0.475 1.818 -2.047
C -1.355 1.147 -1.103
H -1.169 -2.013 2.204
H -1.086 1.254 1.037
H -2.160 -0.903 0.671
H -0.820 -1.456 -0.245
H 0.337 0.627 -0.016
H 2.357 -2.386 0.943
H -0.873 2.012 -3.041
H 1.167 -1.944 0.003
H 1.011 -2.118 2.902
H 1.421 -0.713 1.943
H 1.124 2.700 -0.960
H 1.432 2.550 -2.828
H -2.354 1.606 -1.156
H 0.748 1.015 -1.796
*
```

***

*Q*
Below is a molecular structure, C6H14N2, with properties calculated with ωB97M-V/def2-TZVPD.

Output
expectation value of S²: 0.756
HOMO (alpha / beta): -13.0 / -13.0 eV
M: 114.2 g mol⁻¹
gap between HOMO and LUMO (alpha / beta): 6.94 / 6.30 eV
LUMO level (alpha / beta): -0.223 / -0.246 Ha

ORCA input file:
```
! RIJCOSX wB97M-V def2-TZVPD def2/J DEFGRID3
* xyz 1 2
N 2.279 -0.459 -0.579
N -1.909 -1.165 1.289
C -0.409 0.684 -0.992
C -0.349 0.778 0.518
C 0.426 1.558 1.503
C -1.616 0.238 1.060
C 1.182 -1.363 -0.963
C 0.065 -0.627 -1.740
H 0.166 1.502 -1.447
H -0.240 2.393 1.832
H 1.559 -2.154 -1.609
H 0.701 -1.790 -0.051
H -2.928 -1.213 1.375
H -1.446 0.866 -1.312
H 1.314 2.025 1.077
H -0.804 -1.336 -1.721
H -1.683 -0.778 0.214
H 2.856 -0.895 0.129
H 0.604 0.960 2.384
H 0.405 -0.327 -2.718
H 1.837 0.357 -0.200
H -2.009 0.744 1.950
*
```

***

Which is the most stable structure? *P* is the most stable.

***

*P*
Below is C3H4 in the gas phase, with properties calculated with ωB97M-V/def2-TZVPD.

Output
HOMO: -9.8 eV
structure (SMILES): C#CC
M: 40.1 g mol⁻¹
gap between HOMO and LUMO: 10.37 eV
LUMO level: 0.021 Ha

ORCA input file:
```
! RIJCOSX wB97M-V def2-TZVPD def2/J DEFGRID3
* xyz 0 1
C -0.625 1.205 0.549
C -0.150 -0.011 0.348
C 0.584 -0.877 -0.634
H 0.074 -1.845 -0.492
H -1.146 1.796 1.208
H 0.483 -0.853 -1.657
H 1.738 -1.006 -0.640
*
```

***

*Q*
Below is C3H4 in the gas phase, with properties calculated with ωB97M-V/def2-TZVPD.

Output
HOMO: -9.7 eV
structure (SMILES): C#CC
M: 40.1 g mol⁻¹
gap between HOMO and LUMO: 10.38 eV
LUMO level: 0.027 Ha

ORCA input file:
```
! RIJCOSX wB97M-V def2-TZVPD def2/J DEFGRID3
* xyz 0 1
C 0.118 0.329 0.010
C -2.250 -0.501 0.003
C -1.157 0.074 0.134
H -2.996 0.311 0.452
H 0.234 1.349 0.198
H 0.482 0.066 -1.054
H 0.475 -0.325 0.733
*
```

***

Which is the most stable structure? *P* is the most stable.

***

*P*
Below is a gas-phase ion, C4H10NOS (charge +1), with properties calculated with ωB97M-V/def2-TZVPD.

Output
HOMO: -12.7 eV
structure (SMILES): [NH3+][C@H](C=O)CCS
M: 120.2 g mol⁻¹
gap between HOMO and LUMO: 8.68 eV
LUMO level: -0.148 Ha

ORCA input file:
```
! RIJCOSX wB97M-V def2-TZVPD def2/J DEFGRID3
* xyz 1 1
S -1.796 -2.296 0.479
O 2.233 -0.279 -1.510
N 1.567 1.238 0.493
C -0.866 0.549 0.068
C 0.580 0.138 0.238
C 1.113 -0.455 -1.141
C -1.853 -0.606 -0.175
H 0.736 -0.563 1.044
H -1.859 -0.722 -1.270
H -1.124 1.126 0.966
H -0.729 -2.443 1.282
H -2.856 -0.268 0.104
H 0.444 -1.195 -1.621
H 1.233 1.784 1.303
H 2.437 0.729 0.714
H -1.045 1.397 -0.682
H 1.785 1.864 -0.288
*
```

***

*Q*
Below is a gas-phase ion, C4H10NOS (charge +1), with properties calculated with ωB97M-V/def2-TZVPD.

Output
HOMO: -14.1 eV
structure (SMILES): O[C@@]1(S)CCC[NH2+]1
M: 120.2 g mol⁻¹
gap between HOMO and LUMO: 10.66 eV
LUMO level: -0.125 Ha

ORCA input file:
```
! RIJCOSX wB97M-V def2-TZVPD def2/J DEFGRID3
* xyz 1 1
S -1.122 -1.191 -2.312
O -0.951 1.038 -0.946
N -0.957 -0.533 0.558
C -0.065 0.128 1.519
C 1.271 0.379 0.823
C -0.449 -0.331 -0.838
C 1.122 -0.266 -0.652
H -0.390 0.986 1.934
H 0.103 -0.660 2.333
H -1.898 -0.059 0.725
H -1.000 -1.548 0.722
H 1.536 0.264 -1.507
H -0.192 1.642 -1.130
H 1.485 -1.293 -0.675
H 2.130 0.116 1.346
H -1.907 -0.214 -2.555
H 1.282 1.543 0.655
*
```

***

Which is the most stable structure? *Q* is the most stable.

***

*P*
Below is 3 unconnected molecules or ions with the total composition C3H10O4, with properties calculated with ωB97M-V/def2-TZVPD.

Output
HOMO: -10.6 eV
structure (SMILES): CCC(=O)O.O.O
M: 110.1 g mol⁻¹
gap between HOMO and LUMO: 11.00 eV
LUMO level: 0.013 Ha

ORCA input file:
```
! RIJCOSX wB97M-V def2-TZVPD def2/J DEFGRID3
* xyz 0 1
O 1.365 0.657 -0.323
O 2.387 2.702 3.562
O -0.694 -0.198 0.284
O -3.846 -1.147 0.403
C 0.158 -0.897 -2.771
C 0.458 -1.452 -1.431
C 0.445 -0.335 -0.315
H 0.908 -0.187 -2.986
H 1.341 -2.115 -1.473
H -0.954 -0.495 -2.894
H -3.934 -0.209 0.581
H 0.214 -1.566 -3.579
H 3.097 3.130 3.109
H 1.597 3.351 3.550
H -2.865 -1.155 0.288
H -0.491 -2.130 -1.090
H 1.031 1.361 0.191
*
```

***

*Q*
Below is 3 unconnected molecules or ions with the total composition C3H10O4, with properties calculated with ωB97M-V/def2-TZVPD.

Output
HOMO: -10.2 eV
structure (SMILES): CCC(=O)O.O.O
M: 110.1 g mol⁻¹
gap between HOMO and LUMO: 10.78 eV
LUMO level: 0.022 Ha

ORCA input file:
```
! RIJCOSX wB97M-V def2-TZVPD def2/J DEFGRID3
* xyz 0 1
O 1.592 0.827 0.934
O 1.283 0.192 -1.180
O -3.180 -1.940 -0.717
O 3.993 -0.016 -0.511
C -1.490 1.203 1.004
C -0.641 0.301 0.144
C 0.851 0.502 0.033
H -1.239 2.272 0.934
H -1.478 0.970 2.062
H -3.519 -2.403 -1.487
H 3.924 0.416 0.350
H -0.699 -0.723 0.552
H 2.245 0.373 -1.213
H -2.371 -2.391 -0.458
H 4.299 -0.909 -0.283
H -2.521 1.108 0.695
H -1.049 0.219 -0.859
*
```

***

Which is the most stable structure? *Q* is the most stable.

***

*P*
Below is 10 unconnected molecules or ions with the total composition C30H60O10, with properties calculated with ωB97M-V/def2-TZVPD.

Output
HOMO: -9.1 eV
structure (SMILES): CC(C)=O.CC(C)=O.CC(C)=O.CC(C)=O.CC(C)=O.CC(C)=O.CC(C)=O.CC(C)=O.CC(C)=O.CC(C)=O
M: 580.8 g mol⁻¹
gap between HOMO and LUMO: 9.45 eV
LUMO level: 0.012 Ha

ORCA input file:
```
! RIJCOSX wB97M-V def2-TZVPD def2/J DEFGRID3
* xyz 0 1
O 5.413 -1.473 -4.435
O -2.970 2.128 5.193
O 1.334 -3.942 -0.030
O 0.672 2.447 3.380
O -2.268 -3.636 2.341
O -2.157 2.366 -4.982
O 4.014 -1.811 0.834
O -0.033 1.482 -1.400
O -4.589 0.663 0.607
O 3.302 2.510 -5.709
C -4.416 -4.533 1.726
C -5.437 2.861 0.407
C 1.880 0.790 -4.763
C -2.821 0.901 -3.319
C -6.960 0.833 0.895
C -5.560 1.384 0.608
C -2.772 2.711 2.869
C 6.031 -1.826 2.090
C 0.398 3.514 3.942
C 0.067 3.563 5.435
C 6.515 0.607 -4.631
C 0.292 4.787 3.102
C 1.266 -4.095 1.195
C 1.411 -5.470 1.899
C -3.259 -3.563 1.568
C 0.865 -2.902 2.088
C -2.428 2.266 -3.816
C -3.370 -2.573 0.384
C 0.123 0.603 -0.557
C 4.958 -2.460 1.326
C 5.814 -0.472 -3.857
C 5.031 -3.961 1.284
C 2.972 0.560 -7.147
C -2.464 3.367 -2.786
C -3.310 0.347 3.648
C -0.626 0.614 0.735
C -2.983 1.795 4.036
C 2.737 1.406 -5.898
C 5.523 -0.237 -2.341
C 1.105 -0.534 -0.794
H 0.877 4.580 2.207
H -5.942 3.509 1.124
H 7.580 0.653 -4.403
H 4.608 -4.279 0.331
H 2.360 1.107 -3.837
H 6.971 -2.321 1.846
H -3.793 2.874 2.522
H -2.610 -0.043 2.910
H 1.339 -6.241 1.131
H 6.089 -4.144 1.473
H -6.940 -0.109 1.443
H 0.647 -5.583 2.668
H 4.417 -4.490 2.014
H -3.316 -0.257 4.556
H -2.059 0.574 -2.611
H 6.070 -0.767 1.832
H -2.150 2.304 2.072
H 5.703 0.753 -1.922
H 0.612 -1.396 -1.245
H 2.345 -5.623 2.441
H -1.007 3.710 5.555
H -2.325 3.660 3.166
H -2.279 4.360 -3.196
H -4.328 0.275 3.265
H -4.049 -5.485 2.109
H 1.951 -0.316 -1.445
H -1.707 0.676 0.606
H 5.941 -1.895 3.174
H -3.791 1.005 -2.834
H 0.409 2.588 5.782
H 3.558 1.108 -7.885
H 2.062 0.226 -7.644
H 6.048 1.535 -4.301
H 0.659 4.311 5.962
H 3.511 -0.360 -6.921
H -0.751 5.013 2.878
H -5.164 -4.113 2.398
H -1.592 3.176 -2.160
H 6.030 -1.074 -1.863
H 0.512 -3.315 3.033
H 1.358 -0.880 0.208
H -2.933 0.268 -4.199
H -0.332 -0.196 1.402
H 0.854 1.156 -4.800
H 4.460 -0.320 -2.111
H 1.906 -0.300 -4.762
H -2.628 -1.775 0.427
H -4.372 -2.161 0.257
H -3.202 -3.121 -0.543
H -7.467 0.733 -0.064
H -0.005 -2.432 1.628
H -3.417 3.386 -2.257
H -0.320 1.533 1.235
H -4.369 3.076 0.442
H 1.698 -2.211 2.215
H -5.766 3.033 -0.618
H 0.693 5.669 3.602
H 6.381 0.552 -5.712
H -7.510 1.495 1.564
H -4.824 -4.707 0.731
*
```

***

*Q*
Below is 10 unconnected molecules or ions with the total composition C30H60O10, with properties calculated with ωB97M-V/def2-TZVPD.

Output
HOMO: -9.3 eV
structure (SMILES): CC(C)=O.CC(C)=O.CC(C)=O.CC(C)=O.CC(C)=O.CC(C)=O.CC(C)=O.CC(C)=O.CC(C)=O.CC(C)=O
M: 580.8 g mol⁻¹
gap between HOMO and LUMO: 9.58 eV
LUMO level: 0.009 Ha

ORCA input file:
```
! RIJCOSX wB97M-V def2-TZVPD def2/J DEFGRID3
* xyz 0 1
O 1.658 -0.333 -1.443
O 6.064 3.849 -0.873
O -1.262 0.589 2.559
O -2.092 -3.954 -3.397
O -3.513 4.381 0.214
O 0.572 -2.285 -5.711
O -2.570 1.180 -2.930
O -1.392 -5.410 0.972
O 2.554 -0.315 6.142
O 1.406 6.397 1.972
C -2.919 -6.630 -0.484
C -0.587 -5.685 -4.221
C -3.124 -4.107 -0.073
C 1.808 -2.206 -5.667
C 4.981 4.138 -0.384
C 0.134 -3.844 -2.522
C -2.457 0.101 4.542
C -0.964 -4.447 -3.417
C 1.334 0.594 0.755
C 0.461 5.601 2.097
C -2.013 -0.826 -4.215
C 4.262 1.357 5.777
C -0.438 -0.818 -0.420
C -2.594 2.178 -0.011
C 4.288 3.178 0.551
C 0.885 -0.113 -0.489
C -3.573 -0.842 -2.188
C -0.563 -1.519 3.580
C 2.552 -2.190 -4.354
C 0.658 4.105 2.075
C -1.414 -0.184 3.503
C 2.606 -1.971 -6.893
C -2.351 -5.369 0.168
C -3.020 3.320 2.312
C -3.097 3.384 0.803
C 1.908 1.342 4.615
C -2.703 -0.031 -3.095
C 4.257 5.414 -0.698
C 2.895 0.694 5.527
C -0.987 6.141 2.238
H -1.181 -0.136 -0.007
H 4.588 2.019 4.975
H 0.271 -1.409 4.273
H -2.725 -1.373 -4.833
H -0.615 -5.423 -5.278
H -2.523 -3.201 0.008
H 4.152 1.871 6.732
H 1.793 2.384 4.911
H -1.429 -0.205 -4.895
H 2.522 -0.954 -7.276
H 0.374 3.591 2.993
H 3.482 -1.622 -4.348
H 4.758 5.761 -1.602
H 2.282 -2.628 -7.700
H -1.271 -2.255 3.963
H -3.272 1.380 0.293
H -2.921 -0.816 4.905
H -3.629 -4.142 -1.039
H -0.894 7.223 2.328
H 0.194 3.708 1.172
H -1.590 5.926 1.355
H -0.725 -1.233 -1.386
H -1.441 -1.620 -3.735
H -2.452 -6.710 -1.465
H -4.153 -1.482 -2.854
H 3.654 -2.126 -6.636
H 0.400 -6.112 -4.043
H -3.902 2.768 2.635
H -2.600 -7.490 0.105
H 1.163 -4.009 -2.840
H 1.238 -0.097 1.592
H -1.593 5.804 3.079
H 1.732 3.926 2.023
H -3.259 0.806 4.321
H -0.322 -1.618 0.311
H 4.195 3.552 1.571
H -1.591 1.846 0.255
H -0.349 -1.817 2.554
H 1.981 -1.742 -3.541
H 3.287 2.992 0.163
H 4.827 2.234 0.638
H -1.917 0.573 5.363
H 2.344 1.412 3.618
H 3.215 5.109 -0.789
H 4.462 6.104 0.121
H 2.398 0.772 0.600
H -2.143 2.756 2.631
H 5.059 0.622 5.891
H 0.013 -2.776 -2.339
H 0.922 0.886 4.534
H -2.654 2.452 -1.064
H 0.123 -4.395 -1.582
H -4.261 -0.175 -1.669
H -3.014 4.320 2.745
H -3.991 -6.518 -0.648
H 2.836 -3.213 -4.110
H -1.339 -6.473 -4.178
H -3.822 -3.977 0.754
H -3.075 -1.407 -1.400
H 0.738 1.491 0.926
*
```

***

Which is the most stable structure? *Q* is the most stable.

***

*P*
Below is 2 unconnected molecules or ions with the total composition C2H10N, with properties calculated with ωB97M-V/def2-TZVPD.

Output
HOMO: -14.0 eV
M: 48.1 g mol⁻¹
gap between HOMO and LUMO: 9.24 eV
LUMO level: -0.175 Ha

ORCA input file:
```
! RIJCOSX wB97M-V def2-TZVPD def2/J DEFGRID3
* xyz 1 1
N -2.207 1.791 -1.370
C 1.037 -1.775 1.047
C 1.704 -0.482 0.643
H 0.934 0.282 0.338
H 0.106 -1.974 0.507
H -1.505 2.513 -1.180
H -3.180 2.075 -1.533
H 0.703 -1.768 2.088
H -2.221 1.048 -0.656
H 2.598 -0.667 0.027
H -1.864 1.480 -2.284
H 2.185 0.124 1.394
H 1.711 -2.646 0.978
*
```

***

*Q*
Below is 2 unconnected molecules or ions with the total composition C2H10N, with properties calculated with ωB97M-V/def2-TZVPD.

Output
HOMO: -15.2 eV
M: 48.1 g mol⁻¹
gap between HOMO and LUMO: 10.62 eV
LUMO level: -0.169 Ha

ORCA input file:
```
! RIJCOSX wB97M-V def2-TZVPD def2/J DEFGRID3
* xyz 1 1
N -0.150 -2.184 -1.078
C -0.492 1.289 1.154
C 0.688 1.364 0.194
H -1.074 0.379 1.001
H -0.036 -3.035 -1.631
H 1.036 2.354 -0.080
H 1.508 0.713 0.491
H -0.533 -2.341 -0.154
H -0.248 1.292 2.216
H 0.297 1.019 -0.783
H 0.783 -1.760 -1.187
H -1.154 2.129 0.943
H -0.818 -1.611 -1.581
*
```

***

Which is the most stable structure? *Q* is the most stable.